# 1
Density functional theory data (ωB97M-V/def2-TZVPD) for a structure of composition C42H33BrClN3O8RuS.

CARTESIAN COORDINATES (ANGSTROEM)
Ru1 -0.20017 -0.32957 0.60729
O1 1.89106 -0.86223 3.07669
S1 0.61202 -0.78478 3.72897
O2 0.18059 -1.92027 4.50320
N1 -0.49756 -0.39937 2.60511
C1 -1.86572 -0.42696 2.98554
C2 -2.37430 -0.30207 4.27835
C3 -3.74804 -0.33922 4.46628
C4 -4.61839 -0.50559 3.39496
C5 -4.13086 -0.62946 2.08774
C6 -4.93929 -0.82723 0.93593
C7 -4.31042 -0.97230 -0.31720
C8 -2.95469 -0.87604 -0.43653
N2 -2.15208 -0.64954 0.65775
C9 -2.72970 -0.57002 1.90904
C10 0.64766 0.60740 4.81914
C11 -0.00845 1.78433 4.51049
C12 0.07076 2.85123 5.39490
C13 0.80629 2.73490 6.56151
C14 1.46407 1.54790 6.86029
C15 1.37923 0.47349 5.99329
H1 -1.71709 -0.19244 5.12893
H2 -4.14132 -0.24249 5.46879
H3 -5.68796 -0.54184 3.55846
H4 -6.01279 -0.89323 1.04015
H5 -4.89345 -1.15617 -1.20903
H6 -2.43532 -0.97104 -1.37313
H7 -0.55384 1.86916 3.58264
H8 -0.42889 3.78025 5.15680
H9 0.87605 3.57440 7.23999
H10 2.04456 1.46185 7.76842
H11 1.87907 -0.45935 6.21231
O3 6.43941 0.10892 1.57348
C16 5.26222 0.37436 1.50428
C17 4.55185 1.54098 2.19814
O4 5.06162 2.34885 2.94505
C18 3.09369 1.49617 1.77706
C19 2.90827 0.29600 0.94553
O5 1.85219 -0.15497 0.45986
C20 4.20825 -0.37041 0.70723
O6 4.39004 -1.33924 -0.00423
O7 2.24627 2.32531 2.06654
C21 1.47420 -0.13306 -7.88290
C22 1.29036 -0.15530 -6.39229
C23 2.37621 -0.09085 -5.52101
C24 2.22627 -0.11021 -4.15022
C25 3.46066 -0.03468 -3.29336
C26 0.91739 -0.20058 -3.56497
C27 0.86183 -0.26553 -2.15530
O8 -0.22257 -0.45024 -1.42102
C28 -0.19393 -0.22523 -4.45737
C29 -1.62456 -0.23194 -3.99562
C30 0.02402 -0.21787 -5.82292
H12 2.53081 -0.08388 -8.14485
H13 0.97901 0.72946 -8.33410
H14 1.05620 -1.02632 -8.35202
H15 3.37876 -0.02638 -5.93080
H16 4.35106 -0.00711 -3.91953
H17 3.55271 -0.88117 -2.61040
H18 3.46557 0.86334 -2.66936
H19 1.79710 -0.18326 -1.61560
H20 -1.71123 0.07759 -2.96222
H21 -2.06537 -1.22725 -4.09990
H22 -2.21309 0.45080 -4.60795
H23 -0.84467 -0.23153 -6.47446
Cl1 -2.39509 4.00425 -4.69987
C31 -1.87326 3.36549 -3.16008
C32 -0.51925 3.24711 -2.89828
C33 -0.11600 2.71560 -1.68531
C34 -1.04486 2.28578 -0.73816
C35 -0.60746 1.70936 0.55487
C36 -2.40042 2.42571 -1.03125
C37 -2.82199 2.96415 -2.23608
H24 0.20609 3.54870 -3.64074
H25 0.94200 2.61439 -1.47685
H26 -1.38146 1.83107 1.31887
H27 0.32360 2.14883 0.91858
H28 -3.13759 2.09514 -0.30995
H29 -3.87407 3.06023 -2.46288
Br1 0.43465 -7.22548 0.21200
C38 0.29580 -5.34666 0.33949
C39 0.86525 -4.54481 -0.63433
C40 0.73273 -3.17437 -0.50157
N3 0.08911 -2.60982 0.52270
C41 -0.44706 -3.39591 1.45719
C42 -0.37400 -4.77585 1.40818
H30 1.39868 -4.96031 -1.47539
H31 1.15752 -2.50426 -1.23625
H32 -0.96130 -2.90489 2.27620
H33 -0.82325 -5.37196 2.18709

Properties
<S²> = 8.846
Largest force on an atom = 0.016 hartree/bohr
Energy relative to the best compared isomer or geometry (same formula, charge and spin) = 1.100 eV
Frontier orbital gap (alpha / beta) = 5.157 / 5.879 eV
2S+1 = 6
LUMO level (alpha / beta) = 1.89 / 0.05 eV
Net charge = -1

Results of the Löwdin charge analysis, in e, for atoms 1 through 2: 1.528 -0.274

***

# 2
Density functional theory data (ωB97M-V/def2-TZVPD) for the molecule C3H4ClF.

CARTESIAN COORDINATES (ANGSTROEM)
C1 -1.56115 -1.44772 -0.22872
C2 -1.30641 -0.17736 0.10475
C3 0.01833 0.18904 0.58230
F1 0.78091 -0.97489 0.79500
Cl1 0.90298 1.17527 -0.63213
H1 -2.56556 -1.75116 -0.58157
H2 -0.78358 -2.22043 -0.10285
H3 -2.00689 0.64544 -0.01312
H4 0.07253 0.73688 1.53878

Properties
Largest force on an atom = 0.042 hartree/bohr
Energy relative to the best compared isomer or geometry (same formula, charge and spin) = 0.130 eV
Frontier orbital gap = 11.319 eV
2S+1 = 1
LUMO level = 0.91 eV
SMILES = C=C[C@@H](F)Cl

Results of the Löwdin charge analysis, in e, for atoms 1 through 2: 0.038 -0.215

***

# 3
Density functional theory data (ωB97M-V/def2-TZVPD) for a cluster of 13 separate species, C21H37Cl31 in total.

CARTESIAN COORDINATES (ANGSTROEM)
Cl1 1.45482 -1.95659 0.92429
C1 0.02655 -0.95029 0.49521
C2 0.44781 0.45382 0.05993
Cl2 -0.86214 1.33826 -0.70711
H1 -0.76090 -0.95173 1.24889
H2 -0.46919 -1.46316 -0.32899
H3 1.35269 0.40465 -0.54578
H4 0.81929 1.16945 0.79339
Cl3 3.11125 -0.99900 -2.42740
C3 4.39669 -2.09086 -3.02131
C4 5.48075 -2.13437 -1.94765
Cl4 6.79184 -3.14666 -2.58056
H5 4.77850 -1.67020 -3.95157
H6 3.94595 -3.06125 -3.22937
H7 5.11654 -2.63968 -1.05316
H8 5.94481 -1.17109 -1.73589
Cl5 -5.07216 -1.12775 2.66131
C5 -5.61988 0.39642 3.45650
C6 -6.64397 1.11008 2.54519
Cl6 -7.22210 2.71455 3.10956
H9 -4.67621 0.90903 3.64310
H10 -5.91483 0.08503 4.45857
H11 -7.53127 0.52630 2.30026
H12 -6.23684 1.29525 1.55118
Cl7 2.98760 2.64828 0.96167
C7 3.88286 1.46664 1.82605
C8 4.25962 0.39346 0.82402
Cl8 4.90285 -1.12335 1.51244
H13 3.11229 1.09539 2.50169
H14 4.71510 1.85455 2.41341
H15 5.06922 0.89088 0.28996
H16 3.49533 0.09523 0.10637
Cl9 -4.32266 1.89953 -0.54421
C9 -5.05255 1.64245 -2.12477
C10 -4.88967 3.02503 -2.80941
Cl10 -5.66213 3.03127 -4.37176
H17 -6.10979 1.46225 -1.93018
H18 -4.60449 0.81107 -2.66896
H19 -3.85821 3.32482 -2.99467
H20 -5.41879 3.77981 -2.22766
Cl11 3.21830 -8.22536 1.56024
C11 3.60086 -7.73928 -0.12565
C12 3.23548 -6.26167 -0.32519
Cl12 4.08589 -5.10808 0.82235
H21 3.16284 -8.39181 -0.88092
H22 4.67527 -7.86834 -0.25637
H23 2.15923 -6.11657 -0.23178
H24 3.46253 -5.83312 -1.30135
Cl13 0.01983 5.30998 0.98771
C13 -1.52696 5.89700 0.39388
C14 -2.56710 4.77713 0.21091
Cl14 -4.11072 5.58307 -0.13681
H25 -1.24902 6.44232 -0.50805
H26 -1.84146 6.64329 1.12343
H27 -2.76560 4.22773 1.13116
H28 -2.39734 4.15236 -0.66599
Cl15 -1.33773 0.07654 -4.36308
C15 0.32492 0.72244 -4.35399
C16 0.12800 2.27033 -4.65197
Cl16 1.68277 3.09462 -4.99442
H29 0.88592 0.15852 -5.09923
H30 0.78090 0.49965 -3.38934
H31 -0.45614 2.80766 -3.90487
H32 -0.50162 2.26041 -5.54167
C17 1.64598 -3.78158 4.25184
Cl17 0.58499 -2.92652 5.35520
Cl18 0.77921 -4.74470 3.04713
Cl19 2.78280 -4.87724 5.12937
H33 2.26684 -3.08016 3.69449
C18 -3.85950 -2.76430 -3.16176
Cl20 -4.77837 -1.41795 -3.94599
Cl21 -3.02025 -2.18959 -1.64041
Cl22 -2.61826 -3.53806 -4.21855
H34 -4.49782 -3.62243 -2.95140
C19 -0.37942 3.41726 5.59684
Cl23 1.34070 3.17705 6.27514
Cl24 -0.48602 2.57809 4.02897
Cl25 -0.79731 5.16913 5.77113
H35 -1.08976 2.93279 6.26677
C20 3.11642 5.65509 2.72575
Cl26 2.35536 6.92646 3.72868
Cl27 4.68628 5.18670 3.55921
Cl28 3.26126 6.23739 0.97832
H36 2.44851 4.79666 2.79704
C21 -0.43349 -5.19903 -1.92677
Cl29 0.46244 -3.78051 -2.56702
Cl30 -0.68676 -4.97742 -0.16488
Cl31 0.54575 -6.67317 -2.32811
H37 -1.46359 -5.22019 -2.28251

Properties
Largest force on an atom = 0.052 hartree/bohr
Frontier orbital gap = 10.647 eV
2S+1 = 1
LUMO level = -0.04 eV

Results of the Löwdin charge analysis, in e, for atoms 1 through 2: 0.551 -0.604